(1)
The following is a quantum chemistry calculation of a molecular structure, C31H35BCl3LiN5O5S, from the OMol25 dataset.

Relative energy (zero: lowest compared OMol25 entry of this formula, charge and spin), kcal/mol: 0.0
HOMO-LUMO gap, eV: 4.91
LUMO energy, eV: 2.029

```
! wB97M-V def2-TZVPD RIJCOSX def2/J DEFGRID3
* xyz -1 1
N 1.55 -1.15 -1.38
H -3.72 0.52 -3.15
C -0.20 -1.91 2.76
N 1.59 -2.82 -2.84
N -0.09 -0.67 2.38
C -1.45 4.38 -1.81
C -1.02 1.45 3.37
C 5.40 -2.40 0.42
H 6.09 -3.22 0.25
H 2.55 1.90 -4.72
O 2.88 2.12 0.09
C 2.14 -1.47 -4.93
H 2.59 0.06 -6.35
Cl -4.73 -1.65 3.44
O -3.99 -0.32 0.86
H -0.72 2.08 2.54
C 4.43 -2.49 1.41
C -2.18 1.08 5.47
C 3.53 -1.45 1.60
H -4.59 2.00 -2.67
H -1.23 -2.89 4.31
H 2.15 -2.28 -5.64
C 2.36 0.89 -4.38
C -4.23 -2.44 1.92
N 0.36 -2.59 0.57
C 1.05 -3.37 -0.43
B -0.92 1.26 -0.87
O -1.38 1.12 -2.20
C -1.23 -0.76 4.35
H 2.02 1.48 -2.32
C 2.39 -0.16 -5.31
H 2.75 -1.52 2.35
H -1.24 4.99 -0.92
H 0.49 -4.23 -0.82
Cl -5.68 -2.94 1.01
H -3.89 0.91 -1.43
C 2.08 0.67 -3.04
C -2.24 3.15 -1.37
N -0.84 -2.04 3.96
H -2.37 1.79 -4.62
H -2.00 2.98 4.49
O -1.46 2.47 -0.38
C -3.38 -1.38 1.00
H -3.34 4.38 0.00
C 0.28 -3.07 1.93
C 1.84 -0.64 -2.65
H -0.49 4.08 -2.23
C -0.75 0.08 3.34
H 1.43 -3.74 -3.21
H 3.73 1.78 2.68
C -3.75 1.34 -2.43
H 4.63 0.70 -0.76
C 1.87 -1.68 -3.58
Li 0.06 -0.30 0.22
C 3.63 -0.30 0.82
H -2.75 1.50 6.30
O -2.28 -1.82 0.63
H 6.24 -1.18 -1.14
C 4.60 -0.20 -0.16
H 1.98 -3.76 0.01
C -1.74 1.93 4.45
H 4.36 -3.38 2.02
H -4.01 2.75 -0.20
H 1.28 -3.37 2.26
C -1.94 -0.28 5.44
C 1.40 -2.43 -1.55
C -2.41 2.08 -2.50
S 2.37 0.98 0.90
H 2.00 2.23 2.86
H -1.17 2.95 -4.05
C 2.70 1.43 2.62
H 2.52 0.57 3.27
C -3.55 3.59 -0.73
C 5.49 -1.25 -0.36
H -2.88 3.42 -4.14
C -2.19 2.60 -3.91
H -0.60 -2.36 0.26
H -4.25 3.98 -1.47
Cl -3.30 -3.92 2.34
H -0.39 -3.92 2.08
H -1.99 4.99 -2.53
H -2.31 -0.94 6.22
*
```

=====

(2)
The following is a quantum chemistry calculation of 2 unconnected molecules or ions with the total composition C2H6N2O2S, from the OMol25 dataset.

Relative energy (zero: lowest compared OMol25 entry of this formula, charge and spin), kcal/mol: 92.4
SMILES: CN(N)C=O.O=S
HOMO-LUMO gap (alpha / beta), eV: 7.09 / 7.06
LUMO energy (alpha / beta), eV: -1.738 / -1.717

```
! wB97M-V def2-TZVPD RIJCOSX def2/J DEFGRID3
* xyz 0 1
H 1.35 1.08 0.53
C -1.65 0.45 -0.11
H -2.24 -0.46 0.29
N 0.03 -1.12 0.67
H 0.40 -1.78 0.03
H -0.91 -1.49 0.80
O -2.03 1.51 -0.51
C 0.76 1.00 -0.32
H 0.35 1.89 -0.72
N -0.30 0.11 0.01
S -0.69 -1.10 -2.37
O -0.09 -2.27 -1.60
H 1.20 0.68 -1.22
*
```

=====

(3)
The following is a quantum chemistry calculation of a molecular structure, C27H22IrN6O9, from the OMol25 dataset.

Relative energy (zero: lowest compared OMol25 entry of this formula, charge and spin), kcal/mol: 4.5
HOMO-LUMO gap (alpha / beta), eV: 7.41 / 6.62
<S²>: 6.010
LUMO energy (alpha / beta), eV: -4.174 / -5.495

```
! wB97M-V def2-TZVPD RIJCOSX def2/J DEFGRID3
* xyz 1 5
H 1.36 0.79 2.71
C 1.99 0.01 2.30
N 0.48 4.05 1.02
H -1.18 -2.31 -2.01
C 3.27 -0.25 2.82
H -1.60 4.90 -1.18
H -6.08 0.13 0.27
C 2.21 3.17 -1.96
C 1.65 -4.17 -1.99
C 2.30 -3.51 -0.92
H -0.12 -4.24 -3.19
C 0.36 2.01 -0.80
C 3.62 -3.80 -0.41
C -3.76 -2.27 2.27
O -8.05 -0.63 1.35
H -5.56 -2.90 3.24
H -3.10 -2.94 2.81
H 0.22 4.70 -2.88
C -4.03 -0.52 0.58
H 5.19 -3.35 0.91
O 5.58 -4.84 -0.89
C -3.19 -1.41 1.31
C 3.25 2.64 -0.97
H -2.27 4.33 -2.70
H 3.35 3.29 -0.10
H 3.63 0.35 3.64
O -2.33 0.66 -0.63
H 4.23 2.57 -1.44
O -0.06 2.54 2.63
C -3.53 0.42 -0.38
H 5.01 -1.47 2.64
C 0.81 3.34 -1.34
N 0.06 1.81 0.48
O 3.79 -5.87 -1.32
H 2.51 4.15 -2.32
N 1.49 -0.69 1.29
C -0.21 -2.67 -1.73
N 0.40 -2.04 -0.74
C -1.60 4.07 -1.89
H -2.01 3.19 -1.38
C 4.02 -1.25 2.26
O -1.90 -1.50 1.08
O -7.79 -2.16 2.84
C 0.87 4.41 -0.26
H 0.54 4.76 1.73
Ir -0.48 -0.26 0.32
C 0.14 2.78 1.46
C -5.41 -0.53 0.82
N 4.40 -4.93 -0.93
C 4.19 -3.09 0.58
O 0.28 0.99 -1.52
O 1.25 5.53 -0.50
H 2.98 1.63 -0.62
C 3.49 -2.01 1.20
C 2.21 -1.69 0.75
H -4.28 0.99 -0.94
C -5.92 -1.39 1.76
C -0.20 3.80 -2.43
C -5.11 -2.26 2.50
N -7.38 -1.39 2.01
H 2.12 2.50 -2.81
C 1.62 -2.43 -0.33
H -0.22 3.02 -3.19
H 2.12 -5.00 -2.48
C 0.40 -3.75 -2.38
*
```

=====

Copy entry 2 word for word.
The following is a quantum chemistry calculation of 2 unconnected molecules or ions with the total composition C2H6N2O2S, from the OMol25 dataset.

Relative energy (zero: lowest compared OMol25 entry of this formula, charge and spin), kcal/mol: 92.4
SMILES: CN(N)C=O.O=S
HOMO-LUMO gap (alpha / beta), eV: 7.09 / 7.06
LUMO energy (alpha / beta), eV: -1.738 / -1.717

```
! wB97M-V def2-TZVPD RIJCOSX def2/J DEFGRID3
* xyz 0 1
H 1.35 1.08 0.53
C -1.65 0.45 -0.11
H -2.24 -0.46 0.29
N 0.03 -1.12 0.67
H 0.40 -1.78 0.03
H -0.91 -1.49 0.80
O -2.03 1.51 -0.51
C 0.76 1.00 -0.32
H 0.35 1.89 -0.72
N -0.30 0.11 0.01
S -0.69 -1.10 -2.37
O -0.09 -2.27 -1.60
H 1.20 0.68 -1.22
*
```

=====

The lowest relative energy (zero: lowest compared OMol25 entry of this formula, charge and spin) belongs to which entry? C31H35BCl3LiN5O5S

=====

Number 1 is which compound? C31H35BCl3LiN5O5S

=====

What is the formula in the first record? C31H35BCl3LiN5O5S